{
  "formula": "C11H23Cl6N3O3",
  "method": "ωB97M-V with the def2-TZVPD basis set",
  "elements": ["C", "O", "N", "C", "C", "H", "H", "H", "H", "H", "H", "H", "C", "O", "N", "C", "C", "H", "H", "H", "H", "H", "H", "H", "C", "O", "N", "C", "C", "H", "H", "H", "H", "H", "H", "H", "C", "Cl", "Cl", "Cl", "H", "C", "Cl", "Cl", "Cl", "H"],
  "xyz": [[1.0706, -2.7748, 3.7461], [1.9553, -2.0330, 3.3620], [0.0137, -3.0853, 2.9471], [-1.1485, -3.9893, 3.3171], [-0.1644, -2.4248, 1.5904], [1.1863, -3.2585, 4.7284], [-0.7187, -4.8345, 3.8546], [-1.7010, -4.3188, 2.4372], [-1.7906, -3.5477, 4.0793], [-0.1273, -3.2008, 0.8258], [-1.1604, -1.9899, 1.5072], [0.5970, -1.6831, 1.3488], [-1.4633, 4.4403, -0.1982], [-0.7804, 5.2202, -0.8876], [-2.5881, 4.8761, 0.3984], [-3.2923, 3.9570, 1.3343], [-3.0666, 6.2259, 0.2473], [-1.0712, 3.4395, 0.0403], [-4.0675, 4.5090, 1.8657], [-2.5403, 3.6852, 2.0751], [-3.7306, 3.0647, 0.8875], [-2.8605, 6.8763, 1.0974], [-2.7637, 6.7829, -0.6393], [-4.1423, 6.0948, 0.1296], [-2.0283, -4.0354, -1.5218], [-2.2112, -5.0961, -0.9417], [-0.8915, -3.6845, -2.1409], [-0.4789, -2.3275, -2.6552], [0.2377, -4.6159, -2.2456], [-2.7349, -3.2012, -1.3907], [0.1511, -2.3051, -3.5444], [0.1746, -1.8497, -1.9253], [-1.3538, -1.6933, -2.7983], [0.9727, -4.2016, -1.5554], [0.0557, -5.6488, -1.9488], [0.7600, -4.7065, -3.1980], [2.2213, 0.6929, -1.6440], [1.9893, -0.8652, -0.7056], [1.2007, 2.0404, -1.0455], [1.7941, 0.3766, -3.3229], [3.2542, 1.0360, -1.5836], [6.2755, 3.6846, -1.2259], [6.1378, 4.9183, 0.0479], [4.9057, 3.3855, -2.3188], [6.8138, 2.1421, -0.5435], [7.1092, 3.9229, -1.8865]],
  "forces_ev_per_angstrom": [[0.280, 0.176, -1.321], [0.135, 0.175, 0.456], [-1.991, -0.122, -0.950], [2.036, 0.623, 0.911], [0.234, -0.719, 0.847], [-0.713, -0.292, -0.012], [-0.037, -0.402, -0.340], [0.236, 0.161, 0.088], [-0.337, 0.462, -0.382], [0.169, -0.122, 0.001], [-0.032, 0.175, 0.335], [-0.016, -0.167, 0.426], [2.123, 2.484, -1.031], [-0.970, -1.395, 0.682], [-0.531, -1.429, 0.391], [0.839, 1.007, 0.090], [-1.128, 0.111, -0.319], [-0.546, -0.107, -0.066], [-0.006, 0.010, -0.159], [-0.252, -0.423, 0.160], [0.129, 0.137, -0.264], [0.071, -0.162, 0.264], [0.568, -0.677, -0.050], [-0.266, 0.494, 0.256], [0.684, 0.636, 0.965], [-0.255, -0.287, -0.359], [1.340, 0.032, -2.234], [-0.752, -0.107, 1.186], [0.528, -0.186, 1.095], [-0.122, 0.086, -0.460], [-0.450, -0.771, -0.286], [-0.222, -0.043, 0.241], [-0.014, -0.099, -0.057], [0.402, -0.214, 0.091], [-0.658, 0.305, 0.254], [-0.593, 0.640, -0.440], [0.496, 1.446, -0.570], [0.210, -2.694, 1.870], [-0.734, 1.521, 0.703], [-0.043, -0.150, -1.992], [0.196, -0.129, -0.029], [0.858, -0.585, -0.750], [-0.382, -0.332, -0.632], [-0.013, 0.538, 0.713], [-0.164, -0.175, 0.391], [-0.309, 0.572, 0.285]],
  "lowdin_spin": [0.001, 0.004, 0.001, 0.000, 0.012, 0.000, 0.000, 0.000, 0.000, 0.004, 0.001, 0.009, 0.005, 0.004, 0.000, 0.000, 0.000, 0.005, 0.000, 0.000, 0.000, 0.000, 0.000, 0.000, 0.001, 0.000, 0.001, 0.004, 0.006, 0.000, 0.001, 0.006, 0.001, 0.007, 0.000, 0.001, 0.249, 0.317, 0.161, 0.161, 0.014, 0.005, 0.003, 0.011, 0.005, 0.000],
  "s_squared": 0.75,
  "spin_multiplicity": 2,
  "total_charge": -1,
  "total_energy_ev": -97525.307,
  "mol_weight_g_mol": 458.0
}

---

{
  "formula": "C13H16N",
  "method": "ωB97M-V with the def2-TZVPD basis set",
  "elements": ["C", "C", "C", "C", "C", "C", "C", "C", "C", "C", "C", "C", "C", "N", "H", "H", "H", "H", "H", "H", "H", "H", "H", "H", "H", "H", "H", "H", "H", "H"],
  "xyz": [[0.4510, 1.7661, 1.9373], [1.2401, 2.6322, 1.5025], [-2.5359, -2.8100, -0.1075], [-2.9855, -1.6626, 0.5118], [-1.2355, -2.9554, -0.3999], [-2.1857, -0.5576, 0.4680], [-0.3738, -1.8701, -0.4281], [-0.8626, -0.6358, 0.0271], [1.0451, -2.0743, -0.6147], [1.7424, -0.7930, 0.0070], [-0.0399, 0.5362, -0.4413], [2.2083, 3.1584, 0.6408], [-0.5892, 1.5915, -1.2578], [1.1768, 0.3229, -0.6327], [-3.1555, -3.6415, -0.2259], [-3.9902, -1.4735, 0.7581], [-0.7130, -3.7976, -0.8553], [-2.7954, 0.2870, 0.7246], [1.4546, -2.8334, 0.1525], [1.3738, -2.3697, -1.6569], [1.4370, -0.8799, 1.1293], [2.8144, -0.7497, -0.0064], [2.5517, 4.2453, 0.9174], [1.7348, 3.1673, -0.3179], [3.1757, 2.5839, 0.6665], [0.0572, 2.3952, -1.1069], [-1.5736, 1.8971, -0.7251], [-0.6879, 1.3003, -2.3126], [-0.6742, 1.9899, 2.6624], [1.9352, 1.2309, -1.0161]],
  "forces_ev_per_angstrom": [[-3.314, 3.638, 2.555], [-2.163, -3.291, 1.695], [-0.747, -0.576, 1.346], [0.612, 0.133, -1.356], [2.552, 0.179, -2.132], [-0.201, 0.366, 0.166], [-1.381, 0.256, 2.052], [0.222, 1.130, -0.838], [3.772, -0.257, 0.917], [-0.160, -2.516, 1.457], [-2.824, -1.883, -1.096], [2.984, 2.500, 0.330], [-3.674, 0.997, 1.678], [5.882, 3.727, -0.558], [-1.118, -1.132, -0.124], [-1.136, -0.373, 0.459], [-0.997, -0.595, 0.366], [0.878, 1.124, 0.187], [-0.934, 0.477, -1.569], [-0.304, 0.436, 1.142], [0.418, 0.764, -1.804], [0.440, -0.276, -0.372], [-0.870, -1.894, -0.569], [0.294, 0.391, -1.075], [-0.951, 0.318, -0.138], [0.925, 1.708, -0.425], [1.279, -0.326, -1.588], [-0.211, 0.079, 0.481], [4.013, -1.378, -2.470], [-3.286, -3.730, 1.281]],
  "nbo_charge": [-0.356, 0.044, -0.145, -0.188, -0.187, -0.160, 0.026, -0.166, -0.445, -0.244, 0.521, -0.741, -0.682, -0.490, 0.231, 0.230, 0.228, 0.234, 0.260, 0.251, 0.238, 0.237, 0.296, 0.221, 0.265, 0.222, 0.252, 0.278, 0.320, 0.450],
  "de_lowest_kj_mol": 463.38,
  "spin_multiplicity": 1,
  "total_charge": 1,
  "total_energy_ev": -15218.514,
  "mol_weight_g_mol": 186.3
}